1.
The following is a DFT calculation (the ωB97M-V functional and the def2-TZVPD basis) of a molecular structure, C30H34NO8PdS in a non-equilibrium geometry.

The geometry in XYZ format:
```
75
Properties=species:S:1:pos:R:3:forces:R:3:lowdin_spin:R:1
C -4.068812 -5.970987 1.131527 -1.0 -0.3 -0.5 0.00
C -3.761936 -4.646720 0.397396 -0.7 0.0 0.8 0.01
C -2.736708 -6.549669 1.626420 -0.1 0.1 0.2 0.02
C -1.589704 -5.800066 0.886794 0.0 -0.6 -0.3 0.07
H -2.729521 -7.629655 1.443218 0.1 0.3 0.0 0.00
H -2.678444 -6.424671 2.713006 0.2 0.1 -0.2 0.00
C -2.372939 -4.809521 -0.143122 0.6 -0.4 -0.6 0.05
H -3.840720 -3.819348 1.116575 0.1 -0.2 -0.2 0.00
H -4.501535 -4.485647 -0.397740 0.2 0.1 0.2 0.00
C -1.897335 -3.552393 -0.955480 0.2 1.2 -0.5 0.03
H -2.493419 -5.517282 -0.984707 0.0 0.2 0.0 0.00
H -1.090799 -6.543442 0.242069 -0.1 0.3 0.1 0.00
C -0.574452 -5.364878 1.888995 -0.8 0.5 -0.7 0.58
C -5.087233 -5.754890 2.236041 0.2 2.2 1.0 0.00
C -4.786122 -7.023510 0.277444 0.6 -1.4 -0.5 0.00
O -4.571912 -8.224205 0.331119 0.0 1.3 -0.2 0.00
O -5.178752 -4.716695 2.887034 0.0 -1.9 -0.8 0.00
O -5.903995 -6.804457 2.394385 0.1 0.4 0.4 0.00
O -5.748539 -6.520293 -0.510359 0.1 -0.2 0.1 0.00
C -6.506198 -7.545792 -1.169579 -0.1 0.1 -0.1 0.00
H -7.281626 -7.015521 -1.720839 0.1 -0.1 0.0 0.00
H -6.944659 -8.220757 -0.426488 0.1 0.1 -0.2 0.00
H -5.865967 -8.123683 -1.845631 -0.2 0.1 0.2 0.00
C -6.897341 -6.615277 3.395554 -0.3 -0.1 0.2 0.00
H -6.443971 -6.316659 4.346193 -0.1 -0.1 -0.2 0.00
H -7.387864 -7.581928 3.482823 -0.1 0.1 0.1 0.00
H -7.612126 -5.847888 3.079370 0.1 -0.1 0.1 0.00
O -1.684018 -2.247646 -0.462159 -3.0 -4.4 0.9 0.20
H -2.740789 -3.305779 -1.621329 -0.3 -1.0 -0.3 0.01
H -1.085082 -3.842666 -1.641599 0.2 -0.3 0.3 0.00
C 0.820123 -5.239303 1.424357 0.5 0.4 -0.3 0.09
C -1.085830 -4.476773 2.960999 0.0 0.7 0.6 0.09
H -1.168390 -4.893142 3.976903 0.1 -0.2 -0.2 0.03
H -2.086347 -4.086040 2.715919 0.2 -0.1 0.1 0.01
H -0.405377 -3.620209 3.057146 -0.2 0.0 0.1 0.01
H 1.201218 -4.267842 1.746706 0.3 0.0 -0.1 0.01
H 0.843596 -5.265906 0.327425 0.1 0.0 0.1 0.01
H 1.537105 -5.990258 1.775594 -0.2 -0.1 0.1 0.03
Pd -0.184607 -1.087094 -0.214820 2.4 1.0 1.1 1.18
C 1.536440 -0.144557 -1.861717 -0.8 0.6 -0.7 0.17
C 1.053298 -1.500819 -2.003769 -1.2 0.2 -1.2 0.08
C -0.327143 -1.414724 -2.448763 1.8 0.1 -0.4 0.12
H 1.642254 -2.410238 -1.923959 -0.1 0.2 -0.1 0.01
C -0.701485 -0.034892 -2.414509 0.6 0.1 -0.5 0.24
C 0.456859 0.736204 -2.113407 0.6 -0.1 -0.3 0.06
H 0.498117 1.827841 -2.089404 -0.1 -0.5 0.1 0.00
H 2.569861 0.127119 -1.680205 -0.4 -0.1 0.2 0.01
H -0.927602 -2.223174 -2.844181 0.1 0.2 0.4 0.00
H -1.702135 0.333080 -2.638367 0.3 -0.1 0.1 0.01
C -0.152437 0.300720 2.213875 -0.3 1.2 -0.4 0.28
C -0.380103 1.413845 1.363721 -0.2 0.1 0.3 0.04
C -1.453193 1.104237 0.482462 0.4 0.8 1.3 0.27
H 0.130506 2.377146 1.424355 0.0 -0.5 -0.2 0.00
C -1.968031 -0.185307 0.842862 0.8 -0.4 1.9 0.13
C -1.108670 -0.720182 1.889411 -1.8 0.6 -1.5 0.12
H -1.296349 -1.634454 2.447325 0.1 0.2 -0.3 0.01
H 0.579519 0.230519 3.014864 0.0 0.1 -0.3 0.01
H -1.893530 1.750297 -0.280547 0.3 -0.2 0.3 0.01
H -2.881675 -0.627421 0.473143 0.3 0.0 0.0 0.01
O 5.629210 1.883131 3.386429 -0.2 -0.1 0.3 0.00
S 4.195309 1.994355 3.252818 -1.0 -0.7 -2.3 0.00
O 3.438587 2.498413 4.369275 0.2 -0.1 0.3 0.00
N 3.506435 0.685366 2.577033 0.0 -0.7 0.4 0.00
C 2.998925 0.819116 1.324732 0.3 -0.6 1.3 0.00
O 2.440329 -0.087804 0.675812 0.6 0.9 0.5 0.03
C 3.174783 2.242272 0.865277 -0.2 0.7 -0.6 0.00
C 2.740255 2.869211 -0.306833 0.2 -0.2 0.1 0.00
C 2.977427 4.236570 -0.484672 0.2 -0.1 0.3 0.00
C 3.657887 4.975928 0.499026 0.0 -0.3 0.2 0.00
C 4.094153 4.348478 1.677125 -0.3 -0.2 -0.5 0.00
C 3.822954 2.991300 1.824629 0.4 1.3 0.1 0.00
H 2.229912 2.267524 -1.057502 0.1 0.3 0.2 0.00
H 2.632367 4.732734 -1.392648 0.1 -0.1 0.2 0.00
H 3.844315 6.039105 0.352315 -0.1 -0.2 0.0 0.00
H 4.627370 4.874247 2.468940 -0.2 0.0 -0.3 0.00
```
Forces are in eV/Å.

Properties
F_max = 5.41 eV/Å
spin multiplicity = 5
gap between HOMO and LUMO (alpha / beta) = 6.3 / 5.7 eV
E_HOMO (alpha / beta) = -4.2 / -5.0 eV
net charge = -1

---

2.
The following is a DFT calculation (the ωB97M-V functional and the def2-TZVPD basis) of C17H22O5 in the gas phase.

The geometry in XYZ format:
```
44
Properties=species:S:1:pos:R:3:forces:R:3:lowdin_charge:R:1
C 4.002510 -2.630644 0.658381 0.0 0.2 0.0 0.10
C 4.630114 -1.907137 -0.262150 0.0 -0.2 -0.1 -0.26
C 5.394715 -2.488032 -1.408183 0.0 0.1 0.0 -0.05
C 4.588395 -0.418002 -0.240687 0.0 0.1 0.0 -0.47
O 4.944726 0.275739 -1.162188 0.0 -0.2 0.0 0.11
O 4.116114 0.062346 0.917405 -0.1 -0.2 0.2 -0.01
C 3.966754 1.474893 1.039333 -0.1 0.6 0.0 -0.16
C 2.494693 1.871500 0.946907 0.3 -0.4 -0.3 -0.16
C 1.916106 1.583401 -0.437239 -0.1 0.2 0.1 -0.20
C 0.484025 2.090289 -0.609239 0.0 -0.2 0.1 -0.20
C -0.534827 1.469636 0.346614 -0.1 -0.2 -0.1 -0.17
C -0.628257 -0.052172 0.209044 0.3 0.4 -0.1 -0.19
O -1.674518 -0.595823 0.991737 -0.2 -0.1 0.2 -0.03
C -2.959940 -0.488000 0.584348 -0.3 -0.1 0.0 -0.26
C -3.914295 -0.987123 1.480113 0.2 0.1 -0.1 0.01
C -5.251548 -0.947492 1.170567 -0.1 0.1 -0.2 0.00
C -5.679045 -0.408356 -0.045283 0.3 0.1 -0.1 -0.15
C -7.119958 -0.380230 -0.341994 -0.6 -0.1 0.2 -0.49
O -7.985282 -0.796663 0.390186 0.1 0.0 0.0 0.10
O -7.413546 0.166045 -1.537865 0.1 0.2 -0.4 0.10
C -4.732252 0.084001 -0.938154 -0.3 -0.1 0.2 -0.01
C -3.386730 0.048439 -0.630565 0.4 0.0 0.0 -0.01
H 3.458268 -2.170671 1.464140 -0.1 0.1 0.1 0.07
H 4.019006 -3.707458 0.632012 0.0 -0.2 -0.1 0.07
H 5.046593 -2.049230 -2.341271 0.0 0.0 -0.1 0.08
H 5.282080 -3.567529 -1.444731 0.0 -0.1 0.0 0.08
H 6.450946 -2.240600 -1.310838 0.1 0.0 -0.1 0.09
H 4.549136 1.962054 0.250296 -0.1 0.0 0.2 0.12
H 4.375069 1.739901 2.018394 0.0 -0.1 -0.1 0.13
H 2.415992 2.937705 1.166382 0.0 0.1 0.1 0.12
H 1.942621 1.320045 1.709008 -0.1 0.1 0.1 0.11
H 1.951890 0.509879 -0.631015 0.1 0.0 -0.1 0.11
H 2.545131 2.067636 -1.187700 0.0 -0.1 0.0 0.12
H 0.472624 3.172932 -0.465209 0.0 0.0 -0.1 0.11
H 0.170932 1.892190 -1.637269 0.0 0.1 -0.1 0.11
H -0.286486 1.714230 1.379951 -0.1 0.0 0.1 0.11
H -1.516844 1.902178 0.140782 0.0 0.0 0.1 0.11
H -0.737187 -0.341385 -0.843342 0.0 0.0 0.1 0.13
H 0.272896 -0.526991 0.604410 -0.1 0.0 -0.1 0.13
H -3.566721 -1.401381 2.413189 0.0 0.0 0.1 0.12
H -5.992760 -1.328455 1.856102 0.0 0.0 0.1 0.12
H -8.374112 0.151496 -1.668310 0.1 -0.1 0.3 0.13
H -5.056708 0.498967 -1.879585 0.0 0.0 -0.1 0.12
H -2.680331 0.437854 -1.346484 0.1 0.0 0.0 0.11
```
Forces are in eV/Å.

Properties
F_max = 0.65 eV/Å
gap between HOMO and LUMO = 9.4 eV
E_HOMO = -8.8 eV
structure (SMILES) = C=C(C)C(=O)OCCCCCCOc1ccc(C(=O)O)cc1

---

3.
The following is a DFT calculation (the ωB97M-V functional and the def2-TZVPD basis) of 4 unconnected molecules or ions with the total composition C16H24O12 in a non-equilibrium geometry.

The geometry in XYZ format:
```
52
Properties=species:S:1:pos:R:3:forces:R:3:lowdin_charge:R:1
C -4.803787 -0.964472 -0.492931 -2.0 1.7 0.5 -0.03
C -3.883157 -1.872583 -1.127631 0.9 -1.1 0.6 -0.34
C -2.500047 -1.318822 -1.276841 -1.3 1.0 -3.3 -0.11
O -1.596147 -2.353312 -0.859481 -0.6 1.7 -1.9 0.08
C -2.329947 -3.275693 -0.324381 -0.1 -3.7 0.5 -0.62
O -1.903407 -4.354952 -0.049121 0.1 0.0 0.7 0.18
O -3.593867 -2.930323 -0.238851 -1.6 -0.9 1.2 0.12
H -5.689107 -1.530212 -0.202701 -0.1 0.2 0.3 0.11
H -5.133927 -0.182762 -1.177061 -0.2 -0.2 -0.3 0.08
H -4.392427 -0.389833 0.336929 0.1 -0.5 0.3 0.11
H -4.358527 -2.353843 -1.982321 0.4 0.3 -0.5 0.17
H -2.409017 -0.303033 -0.892161 0.1 -0.8 1.0 0.10
H -2.439427 -1.109873 -2.344911 1.0 -0.4 -0.3 0.15
C -3.573917 2.041487 -2.224901 0.9 1.1 -0.5 0.01
C -2.034457 1.953748 -2.542631 -1.8 -0.9 -1.6 -0.32
C -1.389357 3.032398 -3.479811 -2.0 0.3 1.0 -0.05
O -0.294337 3.504358 -2.726391 2.1 -0.9 0.6 0.08
C -0.211647 2.872068 -1.548231 2.4 1.1 5.0 -0.42
O 0.605003 3.087927 -0.573051 -4.0 -1.1 -5.4 0.09
O -1.268757 2.000528 -1.420381 1.2 3.5 2.0 -0.04
H -3.869817 3.068198 -2.009451 0.3 0.2 0.4 0.08
H -3.868487 1.429257 -1.372551 0.3 0.0 -0.2 0.05
H -4.187737 1.828308 -3.100051 0.2 -0.5 -0.1 0.09
H -1.819307 0.925208 -2.832331 -0.4 -0.1 -1.3 0.13
H -1.957317 3.962278 -3.450691 -0.9 -0.4 -0.9 0.14
H -1.220377 2.651508 -4.487021 0.6 0.3 0.2 0.14
C -0.360477 -0.114213 -0.362321 2.8 -0.1 0.5 0.00
C 1.116893 -0.260582 0.077329 -0.5 1.0 -0.8 -0.29
C 1.261193 -1.165613 1.232149 -2.3 -1.4 1.4 -0.13
O 2.246433 -2.153813 0.946619 -1.6 0.2 -0.1 0.06
C 2.638943 -1.886213 -0.286801 2.0 -2.4 -3.5 -0.53
O 3.461463 -2.604123 -0.844731 -1.6 2.0 0.9 0.13
O 1.959743 -0.853933 -0.916391 0.6 -1.3 1.1 0.11
H -0.825747 -1.088392 -0.512621 2.2 1.7 0.8 0.03
H -0.404667 0.557087 -1.219931 0.4 -1.4 0.5 0.07
H -0.846547 0.402747 0.465089 -0.2 0.1 0.0 0.12
H 1.565743 0.686688 0.376179 -0.3 0.3 -0.6 0.14
H 0.323343 -1.715333 1.311819 -0.1 -0.1 0.6 0.14
H 1.469223 -0.582513 2.129259 -0.6 -0.7 -0.3 0.11
C 4.683573 0.693027 4.650539 -0.3 0.0 -0.8 0.00
C 4.715413 -0.059623 3.293149 0.7 0.2 1.1 -0.34
C 3.456323 -0.629662 2.730379 -0.3 -1.6 2.6 -0.08
O 3.376173 -0.305602 1.331409 1.2 0.7 2.2 0.01
C 4.458403 0.380197 1.062419 3.6 1.6 -2.2 -0.49
O 4.928043 0.641178 -0.037791 -1.8 -0.5 2.6 0.17
O 5.099113 0.715257 2.225119 1.1 2.4 -2.0 0.09
H 4.667163 -0.005292 5.487309 0.3 -0.1 -0.1 0.08
H 3.840403 1.359528 4.832059 -0.2 0.1 -0.5 0.08
H 5.588963 1.299938 4.653769 0.1 -0.1 0.3 0.09
H 5.554763 -0.745453 3.408149 -0.3 -0.8 0.1 0.15
H 2.641723 -0.296623 3.373499 -0.3 0.7 -0.7 0.13
H 3.507693 -1.686222 2.993299 -0.4 -0.4 -1.2 0.16
```
Forces are in eV/Å.

Properties
F_max = 6.82 eV/Å
gap between HOMO and LUMO = 10.2 eV
E_HOMO = -10.1 eV
structure (SMILES) = C[C@H]1COC(=O)O1.C[C@H]1COC(=O)O1.C[C@H]1COC(=O)O1.C[C@H]1COC(=O)O1

---

4.
The following is a DFT calculation (the ωB97M-V functional and the def2-TZVPD basis) of C3H2ClFS in the gas phase in a non-equilibrium geometry.

The geometry in XYZ format:
```
8
Properties=species:S:1:pos:R:3:forces:R:3:lowdin_charge:R:1
F -0.128766 1.398526 0.006172 0.8 0.4 -0.3 0.09
C 0.054166 0.096931 -0.028276 -2.0 -1.1 -0.2 -0.49
C 1.278894 -0.610579 -0.108147 2.5 2.4 1.1 -0.62
S 2.800874 -0.034665 0.027723 -0.7 0.0 -0.4 0.72
C -1.024975 -0.705487 0.012572 -1.9 0.1 0.6 -0.42
Cl -2.682840 -0.076676 0.001663 1.3 -0.3 0.1 0.62
H 1.137865 -1.628178 -0.009279 -0.3 -2.2 -0.2 0.02
H -1.033182 -1.785622 0.225007 0.4 0.7 -0.6 0.09
```
Forces are in eV/Å.

Properties
F_max = 3.64 eV/Å
gap between HOMO and LUMO = 7.9 eV
E_HOMO = -9.2 eV
structure (SMILES) = F/C(C=S)=C\Cl